95
Properties=species:S:1:pos:R:3 method="wB97M-V/def2-TZVPD" lumo_ha=0.0960 homo_lumo_gap_ha=0.3086 homo_energy_ev=-5.79 total_charge=-1
Cl -0.9510 -0.4975 -1.1500
O -1.0115 -0.4114 0.2873
O -1.4699 0.6819 -1.7678
O 0.4530 -0.5808 -1.5359
O -1.6675 -1.5753 -1.6978
C 0.1613 -3.1194 3.9120
C 0.8107 -1.8750 4.5567
C 2.3452 -2.2146 4.7471
C 3.2133 -1.0009 5.1704
C 2.9802 0.1330 4.1263
C 1.5319 0.5697 3.9011
N 0.7356 -0.6731 3.6456
O -0.6209 -0.4136 3.2811
C 0.9611 1.3596 5.1027
C 1.3778 1.3766 2.5612
C 0.1421 -1.7125 5.8963
H 0.5703 -4.0161 4.3776
H 0.4737 -3.1833 2.8696
H -0.9268 -3.0866 3.8567
H 2.4504 -2.9985 5.4971
H 2.7446 -2.7875 3.9102
H 4.2744 -1.2473 5.2103
H 2.9242 -0.7491 6.1908
H 3.4300 -0.1685 3.1804
H 3.5546 1.0064 4.4350
H 1.6625 2.1456 5.3827
H -0.0274 1.7553 4.8691
H 0.7919 0.7679 6.0023
H 0.3257 1.6259 2.4226
H 1.8054 2.3778 2.6163
H 1.7459 0.8090 1.7066
H 0.6603 -1.1369 6.6633
H -0.1298 -2.6963 6.2788
H -0.8466 -1.2636 5.8005
H -0.6397 -0.3407 2.3241
C 1.5961 -0.6632 -5.4456
C 2.5815 -0.3722 -4.2999
O 3.0664 -1.6225 -3.8834
H 2.0233 -1.3925 -6.1339
H 1.2511 0.1773 -6.0477
H 0.7019 -1.0555 -4.9613
H 2.1961 0.1866 -3.4470
H 3.4772 0.1596 -4.6209
H 3.7589 -1.8213 -4.5178
C -3.1675 4.0160 1.8539
C -2.1115 2.9846 1.4863
O -2.7342 1.7332 1.5466
H -4.0494 4.1022 1.2191
H -2.7657 5.0290 1.8737
H -3.5543 3.8986 2.8661
H -1.3152 3.1123 2.2195
H -1.7789 3.1121 0.4561
H -2.2519 1.0489 1.0769
C -4.0395 3.3840 -2.1597
C -4.4480 2.2465 -3.1116
O -4.5071 1.0435 -2.3678
H -4.8633 3.5286 -1.4608
H -3.9469 4.3231 -2.7053
H -3.1227 3.2556 -1.5843
H -3.6134 2.1511 -3.8061
H -5.3472 2.4852 -3.6794
H -3.6228 0.8274 -2.0630
C -1.0459 1.9838 -6.0094
C -0.6029 2.4302 -4.5971
O 0.3916 3.4056 -4.6935
H -1.2571 2.8765 -6.5981
H -1.9631 1.4019 -5.9187
H -0.3436 1.3930 -6.5974
H -0.1790 1.6118 -4.0151
H -1.4092 2.8189 -3.9750
H 0.8502 3.5102 -3.8567
C 1.2956 3.0141 -0.7577
O 0.3446 3.4340 -1.7058
H 2.1480 3.6762 -0.9098
H 0.8989 3.1067 0.2533
H 1.4899 1.9686 -0.9972
H -0.4004 2.8317 -1.6439
C 2.0975 -2.4602 0.8768
O 1.4924 -2.8966 -0.3259
H 1.5675 -1.6724 1.4122
H 2.2791 -3.3547 1.4726
H 3.0878 -2.0458 0.6876
H 0.9674 -2.1521 -0.6286
C -1.1703 -4.3751 0.2470
O -0.6064 -4.4870 -1.0683
H -0.7940 -5.0618 1.0053
H -1.0926 -3.3319 0.5531
H -2.2420 -4.5695 0.2057
H -1.3401 -4.5946 -1.6780
C 0.0945 -3.7301 -4.0650
O 1.1386 -3.4221 -3.1126
H -0.8118 -3.1858 -3.7997
H 0.3544 -3.4100 -5.0741
H -0.1415 -4.7841 -4.2111
H 1.6537 -2.6678 -3.4081